Entry 1:
{"formula": "C34H55BrN3OP2Ti", "method": "the ωB97M-V functional and the def2-TZVPD basis", "symbols": ["C", "C", "C", "C", "C", "H", "H", "H", "N", "P", "P", "C", "H", "H", "C", "O", "C", "H", "C", "C", "C", "C", "C", "H", "H", "H", "C", "H", "H", "H", "C", "H", "H", "H", "C", "H", "H", "H", "C", "H", "H", "H", "C", "H", "H", "H", "C", "H", "H", "H", "C", "H", "H", "H", "C", "H", "H", "H", "C", "H", "H", "H", "C", "H", "H", "H", "C", "H", "H", "H", "Ti", "N", "C", "C", "C", "C", "C", "H", "H", "H", "H", "H", "H", "H", "H", "H", "Br", "C", "C", "C", "C", "N", "C", "H", "H", "H", "H"], "coordinates": [[-1.233207, -2.522124, -1.859013], [0.923832, -1.601350, -1.870975], [-0.813968, -3.574777, -2.675890], [1.440253, -2.745508, -2.476500], [0.556338, -3.723433, -2.908900], [-1.555166, -4.221370, -3.165292], [2.509365, -2.791810, -2.656004], [0.934220, -4.563350, -3.483339], [-0.322005, -1.683895, -1.314664], [-2.906115, -1.140098, -0.128370], [3.022455, 0.518064, -0.570132], [-2.713533, -2.148562, -1.669581], [-3.061001, -1.564402, -2.546701], [-3.300139, -3.083623, -1.692013], [-0.112429, 1.685701, 0.933108], [0.302416, 2.731010, 1.261235], [1.502956, -0.288597, -2.219233], [2.220559, -0.405120, -3.033368], [4.167310, 1.450321, -1.742486], [3.679045, 0.637670, 1.266349], [-3.954832, 0.386682, -0.445326], [-3.653285, -2.457210, 0.969061], [3.554937, 2.864088, -1.816556], [3.561418, 3.383763, -0.850638], [4.115232, 3.484023, -2.531937], [2.511299, 2.828037, -2.160054], [5.642377, 1.404297, -1.304458], [5.867164, 1.816149, -0.320462], [5.997692, 0.364890, -1.361884], [6.226054, 1.977311, -2.038841], [4.283882, 0.848357, -3.151422], [4.975523, 1.481221, -3.723192], [4.693978, -0.168236, -3.126169], [3.352552, 0.836452, -3.703655], [4.124356, 2.058949, 1.638218], [3.250625, 2.720138, 1.739038], [4.603915, 2.032243, 2.628190], [4.840461, 2.525980, 0.956357], [2.669977, 0.212740, 2.339450], [1.803245, 0.877957, 2.406479], [2.324700, -0.817005, 2.208943], [3.169085, 0.245214, 3.321859], [4.756492, -0.452238, 1.208415], [5.573261, -0.221247, 0.518597], [5.184417, -0.625330, 2.203845], [4.279056, -1.390739, 0.885478], [-3.894414, -1.872580, 2.367057], [-4.374038, -2.648220, 2.982030], [-2.957410, -1.583648, 2.860031], [-4.559935, -0.999428, 2.361302], [-2.671699, -3.638935, 1.085705], [-2.450504, -4.099057, 0.115148], [-1.724467, -3.351335, 1.554722], [-3.137768, -4.408537, 1.720380], [-4.972351, -2.991004, 0.369995], [-5.193415, -3.955030, 0.849719], [-5.816900, -2.323825, 0.566814], [-4.919476, -3.171910, -0.709888], [-3.664664, 0.921134, -1.855785], [-3.937649, 0.197342, -2.634838], [-4.279619, 1.821032, -2.011524], [-2.612789, 1.216111, -1.982248], [-3.580270, 1.475650, 0.580694], [-2.524103, 1.806477, 0.510360], [-4.212570, 2.351384, 0.370136], [-3.777220, 1.159146, 1.615118], [-5.448905, 0.067395, -0.320900], [-5.757493, -0.730865, -1.007500], [-5.734850, -0.190509, 0.707076], [-6.006980, 0.975607, -0.591686], [-0.720216, -0.046279, 0.008109], [-0.261828, 1.048567, -1.473358], [0.603348, 0.762090, -2.400061], [0.366544, 1.567951, -3.723760], [1.450981, 1.516729, -4.779041], [-0.849099, 0.917474, -4.380161], [0.141271, 3.039845, -3.364059], [2.326616, 2.103305, -4.509586], [1.737083, 0.499464, -5.040951], [1.087952, 1.978634, -5.702142], [-1.743984, 0.949100, -3.753290], [-1.086278, 1.393955, -5.338127], [-0.628210, -0.135829, -4.594547], [-0.334029, 3.581340, -4.188316], [-0.473967, 3.148670, -2.468428], [1.098154, 3.536512, -3.180419], [1.336063, -4.499542, 3.456527], [0.471799, -2.797029, 3.314098], [-0.004229, -2.156729, 4.453743], [-0.663888, -0.937978, 4.291261], [-0.805964, -0.395369, 3.019515], [-0.303078, -1.006553, 1.918798], [0.317469, -2.218760, 2.051105], [0.129762, -2.607813, 5.429180], [-1.070976, -0.388792, 5.136768], [-1.316654, 0.558211, 2.861057], [0.676476, -2.710499, 1.149198]], "forces_ev_per_a": [[0.0, -0.8, -0.7], [-0.1, 1.6, -0.7], [-1.1, 0.6, 0.2], [-0.1, -1.2, -0.4], [1.0, 0.2, 0.4], [0.4, 0.3, 0.3], [-0.1, 0.0, -0.3], [-0.1, 0.0, 0.1], [-0.3, 1.3, 0.3], [-0.6, -0.5, -0.3], [-0.2, -0.3, 1.9], [0.5, -0.4, -0.5], [0.5, -0.3, 0.4], [0.1, 0.6, 0.2], [1.6, 5.0, 1.6], [-1.3, -3.6, -1.0], [-0.9, -2.0, -1.7], [0.0, -0.3, 0.5], [0.5, 0.0, 0.4], [0.4, 0.5, -0.9], [-0.6, -0.4, 0.0], [-0.4, 0.3, 0.1], [0.2, 0.2, -0.1], [0.0, -0.2, -0.1], [0.0, -0.1, 0.1], [0.4, -0.1, 0.2], [0.3, 0.4, 0.0], [0.0, -0.2, -0.2], [0.0, 0.4, 0.1], [-0.1, -0.1, 0.2], [-0.4, -0.1, -0.2], [-0.1, -0.1, 0.1], [-0.1, 0.2, 0.0], [0.3, -0.1, 0.1], [0.3, 0.0, 0.4], [0.2, -0.2, -0.2], [0.0, 0.0, -0.1], [-0.3, -0.1, 0.2], [-0.1, -0.1, -0.2], [0.2, -0.1, -0.1], [0.1, 0.2, -0.1], [0.0, 0.0, -0.3], [0.3, 0.0, 0.4], [-0.2, -0.1, 0.3], [0.0, 0.0, 0.0], [0.2, 0.2, 0.1], [-0.2, -0.2, 0.2], [0.1, 0.2, 0.0], [-0.2, -0.1, -0.2], [0.1, -0.2, -0.1], [0.1, 0.0, 0.0], [0.0, 0.1, 0.2], [-0.2, -0.1, -0.1], [0.1, 0.2, -0.2], [-0.2, -0.1, 0.3], [0.0, 0.2, -0.1], [0.2, -0.2, 0.0], [-0.1, 0.0, 0.3], [0.0, 0.2, -0.1], [0.0, 0.3, 0.2], [0.1, -0.2, 0.1], [-0.3, -0.2, 0.1], [0.0, 0.1, 0.0], [-0.6, -0.2, -0.1], [0.2, -0.2, 0.1], [0.1, 0.0, -0.2], [-0.2, 0.5, -0.1], [0.1, 0.2, 0.2], [0.1, 0.0, -0.3], [0.0, -0.2, 0.1], [1.8, 0.2, -2.4], [-0.9, -1.9, 2.2], [-0.5, 1.3, -0.8], [0.4, 0.0, 0.2], [0.3, 0.3, -0.4], [-0.6, -0.2, 0.0], [-0.2, 0.2, -0.1], [0.0, -0.1, 0.1], [0.1, -0.1, 0.0], [-0.2, -0.1, 0.1], [0.2, 0.0, -0.1], [0.1, 0.1, 0.2], [0.0, 0.1, 0.0], [0.0, -0.1, 0.0], [0.0, 0.0, -0.2], [-0.2, 0.0, 0.0], [-0.3, 0.7, -0.1], [0.2, -0.3, -0.3], [-0.1, 0.2, -0.4], [0.0, 0.1, -0.1], [0.6, -0.6, -0.2], [0.3, -1.2, 0.8], [-0.6, 1.0, 0.8], [0.0, 0.1, -0.1], [0.1, -0.2, -0.1], [0.2, -0.4, 0.1], [-0.1, 0.2, 0.1]], "spin_multiplicity": 3, "orbital_gap_ev": [5.449, 5.166], "charge": 1}

***

Entry 2:
{"formula": "C34H55N3P2SV", "method": "the ωB97M-V functional and the def2-TZVPD basis", "symbols": ["V", "C", "C", "C", "P", "C", "C", "C", "C", "C", "C", "C", "C", "C", "C", "N", "C", "C", "C", "C", "C", "C", "C", "P", "C", "C", "C", "C", "C", "C", "H", "H", "H", "H", "H", "H", "H", "H", "H", "H", "H", "H", "H", "H", "H", "H", "H", "H", "H", "H", "H", "H", "H", "H", "H", "H", "H", "H", "H", "H", "H", "H", "H", "H", "H", "H", "H", "H", "H", "H", "C", "C", "C", "C", "H", "H", "H", "H", "H", "H", "H", "H", "H", "C", "N", "C", "C", "N", "C", "S", "H", "H", "H", "H", "H", "H"], "coordinates": [[0.690309, -0.072821, -0.191862], [-2.809818, -2.244784, -1.832503], [-2.356287, -2.729049, -0.450840], [-2.716042, -4.201775, -0.272676], [-0.564208, -2.205227, -0.152731], [0.433882, -3.644168, -0.807552], [0.300812, -3.766998, -2.326118], [1.900557, -3.432015, -0.426857], [-0.392414, -2.411259, 1.650944], [-0.605310, -3.629364, 2.296512], [-0.644405, -3.745511, 3.674835], [-0.850969, -5.071722, 4.359350], [-0.511756, -2.569509, 4.413331], [-0.252772, -1.359867, 3.807034], [-0.097881, -1.249558, 2.406840], [0.246014, -0.096816, 1.742201], [0.489777, 1.126917, 2.370612], [1.216836, 1.340691, 3.542107], [1.463600, 2.630604, 3.992274], [1.027149, 3.745431, 3.290194], [1.333966, 5.142611, 3.764098], [0.321465, 3.538382, 2.105960], [0.039255, 2.259640, 1.657730], [-0.699458, 1.750988, 0.073159], [-0.798046, 3.335382, -0.908728], [-0.898679, 3.006651, -2.402365], [-1.858283, 4.356531, -0.498600], [-2.449683, 1.283318, 0.595578], [-3.358534, 1.136957, -0.623985], [-3.110436, 2.114498, 1.694407], [-3.900073, -2.232167, -1.897304], [-2.450931, -1.229751, -2.016341], [-2.436165, -2.902831, -2.620799], [-2.894464, -2.141822, 0.301245], [-2.104625, -4.840235, -0.913561], [-2.600930, -4.524334, 0.759602], [-3.761616, -4.356808, -0.551783], [0.074836, -4.561394, -0.335378], [0.516957, -2.808519, -2.802891], [1.015371, -4.499502, -2.709539], [-0.697442, -4.090171, -2.626434], [2.304897, -2.564096, -0.953212], [2.019767, -3.274767, 0.646054], [2.497351, -4.302806, -0.709540], [-0.739582, -4.526217, 1.703538], [-0.903509, -5.884057, 3.634617], [-0.030610, -5.279291, 5.049198], [-1.776224, -5.078598, 4.940147], [-0.599857, -2.610970, 5.494003], [-0.169902, -0.474367, 4.419156], [1.650185, 0.503105, 4.072345], [2.036978, 2.768817, 4.902353], [1.523632, 5.156641, 4.837166], [2.219465, 5.539598, 3.261520], [0.502079, 5.814838, 3.551061], [0.002331, 4.404388, 1.536817], [0.189584, 3.776168, -0.737930], [-1.891262, 2.623582, -2.651228], [-0.722626, 3.901326, -3.005621], [-0.157351, 2.255189, -2.676108], [-2.851511, 4.038700, -0.815375], [-1.877543, 4.517783, 0.578433], [-1.650141, 5.315107, -0.980554], [-2.264977, 0.283124, 0.999133], [-3.729930, 2.106581, -0.958580], [-2.816809, 0.673139, -1.451514], [-4.223437, 0.512474, -0.387408], [-3.430031, 3.089702, 1.325352], [-3.997823, 1.592344, 2.063319], [-2.435097, 2.267393, 2.536172], [3.279872, 2.839854, -0.048135], [3.434383, 1.532986, 0.730641], [4.924848, 1.203988, 0.891724], [2.696219, 0.397135, 0.023484], [3.627951, 3.693634, 0.539287], [2.232157, 2.996768, -0.306040], [3.856882, 2.798057, -0.977024], [3.023738, 1.674767, 1.730227], [5.383056, 1.064892, -0.091163], [5.053739, 0.281328, 1.461270], [5.464345, 2.002539, 1.411546], [2.885930, -0.553335, 0.575515], [3.186538, 0.282759, -0.953110], [2.235635, 0.317735, -5.553865], [0.901862, -0.155504, -5.258300], [-0.103250, -0.459051, -6.159356], [-1.183969, -0.837872, -5.453999], [-0.833775, -0.754280, -4.119181], [0.448892, -0.339144, -3.990750], [1.351430, -0.072279, -2.606535], [2.367058, 0.363971, -6.631702], [2.974599, -0.352782, -5.117463], [2.386578, 1.305031, -5.117812], [0.041788, -0.383267, -7.222216], [-2.160259, -1.143146, -5.783564], [-1.403835, -1.000194, -3.325939]], "forces_ev_per_a": [[0.3, -0.7, 0.3], [0.0, -0.1, 0.1], [0.2, 0.2, -0.2], [0.0, 0.1, 0.0], [0.1, -0.3, 0.0], [0.0, 0.3, 0.0], [-0.1, -0.1, 0.1], [-0.1, 0.0, 0.0], [0.0, 0.1, 0.0], [0.1, 0.0, 0.0], [0.0, -0.1, 0.1], [0.0, 0.1, 0.0], [0.0, -0.1, -0.1], [0.1, 0.2, -0.1], [-0.3, -0.4, 0.4], [-0.1, -0.3, 0.0], [-0.1, 0.5, 0.2], [0.0, -0.2, 0.0], [0.0, 0.0, 0.0], [0.0, 0.1, 0.0], [0.0, -0.1, 0.0], [0.1, -0.1, 0.1], [0.1, -0.2, 0.0], [-1.1, 0.7, 0.0], [0.1, -0.3, -0.1], [0.0, 0.0, 0.1], [0.1, 0.0, 0.1], [0.0, 0.3, 0.0], [0.1, 0.0, 0.1], [0.0, -0.1, -0.1], [0.0, 0.0, 0.0], [-0.2, 0.0, 0.2], [0.0, 0.0, 0.0], [0.0, 0.0, 0.0], [0.0, 0.0, 0.0], [0.0, 0.0, 0.0], [0.0, 0.0, 0.0], [0.0, 0.0, 0.0], [0.0, 0.0, 0.0], [0.0, 0.0, 0.0], [0.0, 0.0, 0.0], [0.0, 0.0, 0.0], [0.0, 0.0, 0.0], [0.0, 0.0, 0.0], [0.0, 0.0, 0.0], [0.0, 0.0, 0.0], [0.0, -0.1, 0.0], [0.0, 0.0, 0.0], [0.0, 0.0, 0.0], [0.0, 0.0, 0.0], [0.0, 0.0, 0.0], [0.0, 0.0, 0.0], [0.0, 0.0, 0.0], [0.0, 0.0, 0.0], [0.0, 0.0, 0.0], [0.0, 0.0, 0.0], [0.0, 0.0, 0.0], [0.0, 0.0, 0.0], [0.0, 0.0, 0.0], [0.0, 0.0, 0.0], [0.0, 0.0, 0.0], [-0.1, 0.0, 0.0], [0.0, 0.0, 0.0], [0.0, 0.0, 0.0], [0.0, 0.0, 0.0], [-0.1, 0.0, 0.0], [0.0, 0.0, 0.0], [0.0, 0.0, 0.0], [0.0, 0.0, 0.0], [0.0, 0.0, 0.0], [0.0, -0.1, 0.2], [0.1, 0.0, -0.2], [-0.1, 0.1, 0.1], [0.4, 0.2, -0.3], [0.0, 0.0, -0.1], [0.0, 0.1, 0.0], [0.0, 0.0, 0.0], [-0.1, 0.1, 0.1], [0.0, 0.0, 0.0], [0.0, 0.0, 0.0], [0.0, 0.0, 0.0], [0.1, 0.0, -0.1], [0.2, -0.2, 0.0], [0.2, 0.1, 0.0], [-0.2, -0.1, 0.3], [0.0, 0.0, -0.2], [-0.1, 0.0, 0.0], [0.2, 0.1, -0.2], [-0.5, -0.1, -0.2], [0.7, 0.3, -0.4], [0.0, 0.0, 0.0], [0.0, 0.0, 0.0], [0.0, 0.0, 0.0], [0.0, 0.0, 0.0], [0.0, 0.0, 0.0], [0.1, 0.0, 0.0]], "spin_multiplicity": 2, "orbital_gap_ev": [6.281, 5.581]}